CHClNOP | the ωB97M-V functional and the def2-TZVPD basis

Cartesian coordinates (Å):
1 O -2.582 0.441 -0.138
2 C -1.431 0.515 -0.093
3 N -0.257 0.683 -0.128
4 P 1.235 -0.309 0.700
5 Cl 1.057 -2.000 -0.344
6 H 1.978 0.670 0.003

Results
SMILES string: O=C=NPCl
gap between HOMO and LUMO: 0.3625 hartree



C37H42N4P2Pt | the ωB97M-V functional and the def2-TZVPD basis

Cartesian coordinates (Å):
1 Pt 1.080 3.413 -2.352
2 C 2.015 -2.659 -1.599
3 C 2.446 -1.414 -1.838
4 C 2.876 -0.837 -3.142
5 C 1.764 -0.226 -3.994
6 C 0.660 -1.130 -4.471
7 C 0.620 -2.466 -4.466
8 C 1.721 -3.394 -4.074
9 C 1.745 -3.761 -2.568
10 C -0.816 3.806 -1.607
11 H 1.910 -2.965 -0.558
12 H 2.540 -0.737 -0.993
13 H 3.476 -1.532 -3.730
14 H 3.535 0.005 -2.898
15 H 1.309 0.608 -3.441
16 H 2.235 0.229 -4.884
17 H -0.197 -0.586 -4.883
18 H -0.290 -2.963 -4.805
19 H 2.691 -3.014 -4.371
20 H 1.556 -4.333 -4.619
21 H 0.769 -4.198 -2.309
22 H 2.490 -4.570 -2.448
23 H -1.223 2.996 -0.990
24 H -1.524 4.216 -2.339
25 H -0.480 4.591 -0.919
26 P 0.387 3.715 -4.454
27 P 3.396 3.758 -2.917
28 N -0.199 2.549 -5.744
29 N -0.312 5.152 -5.104
30 N 4.462 2.802 -4.209
31 N 4.940 4.856 -2.544
32 C 2.042 3.989 -5.164
33 C 2.830 4.895 -4.211
34 C -1.471 1.967 -5.806
35 C -1.715 1.520 -7.106
36 C -0.552 1.832 -7.876
37 C 0.346 2.439 -7.029
38 C -1.367 5.917 -4.594
39 C -1.742 6.838 -5.565
40 C -0.910 6.627 -6.707
41 C -0.066 5.587 -6.419
42 C 5.144 1.617 -3.965
43 C 5.795 1.210 -5.136
44 C 5.517 2.184 -6.141
45 C 4.757 3.178 -5.525
46 C 6.171 4.791 -3.206
47 C 6.745 6.054 -3.265
48 C 5.878 6.934 -2.550
49 C 4.790 6.181 -2.130
50 H 2.088 4.380 -6.189
51 H 2.430 2.964 -5.210
52 H 3.621 5.409 -4.767
53 H 2.215 5.660 -3.695
54 H -2.086 1.912 -4.922
55 H -2.617 1.059 -7.476
56 H -0.397 1.680 -8.941
57 H 1.344 2.800 -7.253
58 H -1.711 5.750 -3.587
59 H -2.517 7.583 -5.480
60 H -0.896 7.166 -7.646
61 H 0.704 5.141 -7.033
62 H 5.150 1.166 -2.983
63 H 6.416 0.341 -5.245
64 H 5.827 2.203 -7.163
65 H 4.357 4.065 -5.983
66 H 6.544 3.863 -3.612
67 H 7.665 6.292 -3.785
68 H 6.034 7.993 -2.384
69 H 3.911 6.480 -1.571
70 C -0.568 -1.129 0.599
71 C -0.679 -0.647 -0.716
72 C -0.029 0.520 -1.085
73 C 0.746 1.265 -0.163
74 C 1.301 2.544 -0.472
75 C 1.993 3.283 0.467
76 C 2.037 2.842 1.808
77 C 1.495 1.610 2.152
78 C 0.876 0.764 1.192
79 C 0.205 -0.439 1.522
80 H -1.126 -2.020 0.899
81 H -1.296 -1.195 -1.432
82 H -0.162 0.885 -2.099
83 H 2.470 4.217 0.171
84 H 2.490 3.471 2.576
85 H 1.496 1.272 3.188
86 H 0.224 -0.769 2.566

Results
spin multiplicity: 3
gap between HOMO and LUMO (alpha / beta): 0.2100 / 0.1190 hartree



H2N2O3S | the ωB97M-V functional and the def2-TZVPD basis

Cartesian coordinates (Å):
1 N 1.833 1.467 -0.800
2 N 0.349 -0.245 0.619
3 O -1.220 -1.044 -1.309
4 O -1.921 0.855 0.076
5 O 1.483 0.421 -0.789
6 S -1.466 -0.540 0.036
7 H 0.634 -1.193 0.584
8 H 0.309 0.279 1.583

Results
gap between HOMO and LUMO (alpha / beta): 0.2797 / 0.2393 hartree



C47H52AsIrN4O3P | the ωB97M-V functional and the def2-TZVPD basis

Cartesian coordinates (Å):
1 Ir 1.210 -1.380 -0.888
2 C -3.078 -2.280 -1.919
3 O -3.428 -2.889 -0.686
4 C -2.524 -3.260 0.269
5 C -3.051 -4.034 1.280
6 C -2.300 -4.424 2.391
7 C -0.994 -4.025 2.487
8 C -0.410 -3.261 1.459
9 C 0.963 -2.882 1.644
10 N 1.688 -2.194 0.831
11 N 3.027 -1.994 1.206
12 C 3.685 -1.335 0.303
13 O 3.171 -0.909 -0.833
14 C 5.113 -1.022 0.526
15 C 5.936 -0.740 -0.559
16 C 7.274 -0.435 -0.356
17 C 7.788 -0.398 0.932
18 C 6.967 -0.679 2.017
19 C 5.633 -0.995 1.818
20 C -1.157 -2.874 0.315
21 O -0.654 -2.206 -0.695
22 H -4.025 -2.132 -2.433
23 H -2.440 -2.933 -2.520
24 H -2.585 -1.320 -1.784
25 H -4.093 -4.315 1.192
26 H -2.754 -5.028 3.164
27 H -0.395 -4.286 3.350
28 H 1.472 -3.218 2.543
29 H 5.528 -0.760 -1.562
30 H 7.915 -0.229 -1.203
31 H 8.828 -0.147 1.092
32 H 7.369 -0.654 3.021
33 H 4.984 -1.218 2.653
34 C 0.804 -4.361 -1.795
35 N 1.764 -3.253 -2.004
36 C 3.101 -3.753 -1.625
37 C 1.725 -2.874 -3.433
38 C 2.247 -1.474 -3.636
39 N 1.389 -0.477 -2.936
40 C 0.124 -0.306 -3.685
41 C 2.121 0.811 -2.973
42 H 1.107 -5.219 -2.403
43 H -0.196 -4.045 -2.071
44 H 0.800 -4.649 -0.746
45 H 3.336 -4.652 -2.202
46 H 3.105 -3.997 -0.566
47 H 3.859 -2.997 -1.814
48 H 0.684 -2.930 -3.749
49 H 2.285 -3.593 -4.040
50 H 2.306 -1.232 -4.702
51 H 3.246 -1.377 -3.212
52 H 0.333 0.007 -4.713
53 H -0.489 0.451 -3.210
54 H -0.439 -1.236 -3.698
55 H 2.336 1.068 -4.014
56 H 3.049 0.723 -2.420
57 H 1.515 1.601 -2.540
58 C -0.799 1.382 -0.735
59 C -1.354 2.735 -0.269
60 As -2.730 2.786 1.154
61 C -4.125 1.762 0.236
62 C -5.078 1.143 1.042
63 C -6.099 0.386 0.485
64 C -6.179 0.236 -0.892
65 C -5.236 0.846 -1.707
66 C -4.215 1.602 -1.145
67 C -3.340 4.605 0.793
68 C -3.758 5.051 -0.458
69 C -4.163 6.364 -0.636
70 C -4.156 7.246 0.438
71 C -3.749 6.810 1.688
72 C -3.343 5.492 1.864
73 P 0.406 0.445 0.273
74 C 1.546 1.724 0.903
75 C 2.831 1.907 0.400
76 C 3.654 2.905 0.908
77 C 3.199 3.734 1.919
78 C 1.913 3.570 2.421
79 C 1.094 2.575 1.919
80 C -0.457 -0.081 1.773
81 C 0.239 -0.165 2.980
82 C -0.398 -0.618 4.122
83 C -1.730 -1.014 4.065
84 C -2.416 -0.963 2.864
85 C -1.782 -0.498 1.722
86 H -0.253 1.574 -1.656
87 H -1.598 0.677 -0.989
88 H -1.770 3.231 -1.147
89 H -0.545 3.377 0.080
90 H -5.020 1.254 2.119
91 H -6.833 -0.086 1.125
92 H -6.977 -0.350 -1.330
93 H -5.297 0.738 -2.783
94 H -3.493 2.073 -1.803
95 H -3.790 4.371 -1.301
96 H -4.489 6.701 -1.611
97 H -4.474 8.271 0.298
98 H -3.748 7.492 2.529
99 H -3.029 5.153 2.845
100 H 3.198 1.270 -0.387
101 H 4.653 3.027 0.510
102 H 3.841 4.508 2.319
103 H 1.550 4.215 3.210
104 H 0.102 2.447 2.336
105 H 1.282 0.126 3.030
106 H 0.143 -0.662 5.058
107 H -2.225 -1.373 4.957
108 H -3.445 -1.293 2.805
109 H -2.329 -0.491 0.787

Results
net charge: +1
gap between HOMO and LUMO: 0.2790 hartree



C24H24N6O6 | the ωB97M-V functional and the def2-TZVPD basis

Cartesian coordinates (Å):
1 O -3.464 10.068 -1.982
2 N -3.404 9.486 -0.926
3 O -3.913 9.925 0.079
4 C -2.837 8.147 -0.894
5 C -3.136 7.243 0.090
6 C -2.550 6.020 0.184
7 C -1.716 5.548 -0.906
8 C -1.271 6.481 -1.781
9 C -1.832 7.741 -1.808
10 H -3.717 7.599 0.928
11 H -2.824 5.321 0.961
12 H -1.349 4.532 -0.908
13 H -0.568 6.125 -2.520
14 H -1.629 8.433 -2.612
15 O -1.791 0.852 7.746
16 N -1.856 0.602 6.535
17 O -2.534 1.264 5.782
18 C -1.183 -0.700 6.190
19 C -0.652 -1.538 7.228
20 C -0.098 -2.683 6.805
21 C 0.007 -3.077 5.504
22 C -0.552 -2.330 4.499
23 C -1.057 -1.048 4.858
24 H -0.556 -1.286 8.274
25 H 0.255 -3.222 7.672
26 H 0.304 -4.075 5.216
27 H -0.319 -2.599 3.480
28 H -1.303 -0.438 4.001
29 O 2.533 -1.552 -4.247
30 N 2.539 -1.441 -3.052
31 O 2.211 -0.382 -2.437
32 C 2.698 -2.660 -2.210
33 C 3.305 -2.548 -0.987
34 C 3.467 -3.656 -0.133
35 C 2.957 -4.877 -0.532
36 C 2.294 -4.983 -1.792
37 C 2.227 -3.896 -2.629
38 H 3.538 -1.569 -0.594
39 H 3.932 -3.448 0.819
40 H 3.009 -5.759 0.089
41 H 1.773 -5.926 -1.856
42 H 1.630 -3.951 -3.528
43 C -2.841 -6.139 -4.707
44 C -2.919 -4.720 -4.401
45 N -3.106 -3.609 -4.266
46 H -2.379 -6.117 -5.694
47 H -3.798 -6.577 -4.989
48 H -2.104 -6.603 -4.051
49 C -1.050 0.408 -9.407
50 C -0.867 -0.146 -10.736
51 N -0.857 -0.645 -11.813
52 H -1.633 -0.192 -8.708
53 H -1.588 1.355 -9.451
54 H -0.093 0.586 -8.915
55 C 5.030 -0.878 6.051
56 C 5.228 0.157 7.102
57 N 5.377 0.944 7.961
58 H 4.969 -0.435 5.057
59 H 4.218 -1.530 6.370
60 H 5.844 -1.601 5.992

Results
SMILES string: O=[N+]([O-])c1ccccc1.O=[N+]([O-])c1ccccc1.O=[N+]([O-])c1ccccc1.CC#N.CC#N.CC#N
gap between HOMO and LUMO: 0.3350 hartree



C22H62N4O7 | the ωB97M-V functional and the def2-TZVPD basis

Cartesian coordinates (Å):
1 C -1.426 -2.040 3.659
2 O -1.562 -3.401 3.972
3 C -1.413 -4.195 2.807
4 C -1.775 -5.627 3.090
5 C -0.707 -6.287 3.992
6 N -1.926 -6.319 1.817
7 H -0.406 -1.841 3.308
8 H -1.586 -1.432 4.549
9 H -2.182 -1.732 2.930
10 H -2.000 -3.731 2.003
11 H -0.360 -4.138 2.482
12 H -2.739 -5.715 3.597
13 H -1.107 -7.253 4.304
14 H -0.537 -5.696 4.893
15 H 0.212 -6.428 3.425
16 H -1.106 -6.178 1.239
17 H -2.150 -7.300 1.840
18 C -5.868 -2.792 -1.251
19 O -4.889 -2.555 -2.237
20 C -3.583 -2.856 -1.825
21 C -2.651 -2.924 -3.040
22 C -3.307 -3.711 -4.184
23 N -1.380 -3.463 -2.565
24 H -6.012 -3.872 -1.121
25 H -6.807 -2.350 -1.568
26 H -5.546 -2.363 -0.296
27 H -3.208 -2.075 -1.152
28 H -3.571 -3.831 -1.316
29 H -2.515 -1.905 -3.414
30 H -4.062 -3.077 -4.647
31 H -3.781 -4.622 -3.812
32 H -2.568 -3.994 -4.937
33 H -1.519 -4.240 -1.927
34 H -0.871 -3.857 -3.350
35 C -1.118 -0.272 0.239
36 O -0.560 1.025 0.354
37 C 0.114 1.420 -0.828
38 C -0.109 2.906 -1.073
39 C 0.282 3.351 -2.472
40 N 0.501 3.759 -0.037
41 H -0.507 -0.987 -0.314
42 H -2.088 -0.233 -0.279
43 H -1.318 -0.551 1.271
44 H 1.187 1.204 -0.741
45 H -0.266 0.889 -1.711
46 H -1.184 3.083 -0.939
47 H 1.377 3.354 -2.500
48 H -0.061 4.375 -2.613
49 H -0.172 2.736 -3.246
50 H 1.511 3.805 -0.118
51 H 0.268 3.313 0.845
52 C 3.944 5.207 2.278
53 O 5.192 5.857 2.278
54 C 6.208 5.170 2.971
55 C 5.914 4.957 4.450
56 C 5.539 6.236 5.176
57 N 7.135 4.402 5.061
58 H 3.429 5.522 1.371
59 H 3.380 5.378 3.196
60 H 4.021 4.114 2.161
61 H 6.405 4.198 2.488
62 H 7.135 5.729 2.825
63 H 5.110 4.211 4.516
64 H 5.549 6.072 6.254
65 H 4.541 6.580 4.901
66 H 6.275 7.005 4.945
67 H 7.529 3.682 4.465
68 H 6.933 3.966 5.951
69 C -3.588 1.654 2.800
70 C -3.999 2.306 1.477
71 O -4.376 1.314 0.522
72 H -3.073 2.380 3.436
73 H -2.901 0.824 2.624
74 H -4.433 1.262 3.365
75 H -3.181 2.930 1.112
76 H -4.887 2.914 1.638
77 H -3.653 0.683 0.457
78 C -0.298 0.432 -6.633
79 C -0.868 -0.223 -5.381
80 O -1.720 0.716 -4.678
81 H -1.090 0.503 -7.380
82 H 0.557 -0.137 -7.001
83 H 0.008 1.458 -6.437
84 H -0.093 -0.529 -4.679
85 H -1.466 -1.109 -5.607
86 H -2.607 0.545 -5.005
87 C 3.789 -1.205 -3.743
88 C 3.476 -0.315 -2.531
89 O 4.568 -0.218 -1.639
90 H 4.621 -1.866 -3.512
91 H 4.100 -0.606 -4.605
92 H 2.891 -1.732 -4.067
93 H 2.584 -0.701 -2.041
94 H 3.207 0.689 -2.881
95 H 5.237 0.367 -2.001

Results
SMILES string: COC[C@H](C)N.COC[C@H](C)N.COC[C@H](C)N.COC[C@H](C)N.CCO.CCO.CCO
gap between HOMO and LUMO: 0.3537 hartree



no.,strongest force on any atom (eV/A),energy (a.u.)
1,4.56,-970.2515
2,3.66,-2455.8980
3,3.66,-734.4249
4,1.19,-4948.2487
5,4.56,-1708.5103
6,1.18,-1620.9728